13
Properties=species:S:1:pos:R:3 method="wB97M-V/def2-TZVPD" lumo_energy_ev="-0.72 / -0.72" gap_ev="7.030 / 7.025" relative_energy_kcal_mol=147.90 homo_ev="-7.8 / -7.7"
O -1.503 -0.306 0.962
C -1.057 -0.720 -0.293
C -0.006 0.208 -0.960
C 0.081 1.550 -0.581
O 0.714 1.568 0.565
C 1.155 0.205 0.503
C 1.862 -0.524 1.244
H -0.772 -0.432 1.587
H -0.622 -1.731 -0.273
H -1.941 -0.737 -0.939
H 0.084 -0.025 -2.025
H -0.144 2.504 -1.049
H 2.149 -1.562 1.260

***

13
Properties=species:S:1:pos:R:3 method="wB97M-V/def2-TZVPD" lumo_energy_ev=0.88 gap_ev=9.813 relative_energy_kcal_mol=128.99 homo_ev=-8.9
O 2.152 -1.136 0.804
C -0.062 -0.267 0.687
C 0.254 0.971 -0.159
O 0.508 0.249 -1.361
C -0.292 -0.761 -0.744
C -1.621 -0.137 -0.452
C -1.232 1.096 -0.025
H 2.616 -0.292 0.866
H 1.358 -1.017 1.381
H 0.923 1.792 0.087
H -0.195 -1.779 -1.109
H -2.598 -0.603 -0.420
H -1.811 1.883 0.444

***

13
Properties=species:S:1:pos:R:3 method="wB97M-V/def2-TZVPD" lumo_energy_ev=0.60 smiles="C#C[C@H](C=O)CO" gap_ev=10.701 relative_energy_kcal_mol=54.69 homo_ev=-10.1
O -2.285 -0.402 0.043
C -0.963 -0.819 0.236
C 0.058 0.140 -0.418
C -0.005 1.541 0.182
O -1.023 2.023 0.618
C 1.417 -0.399 -0.347
C 2.522 -0.872 -0.274
H -2.358 0.476 0.448
H -0.709 -0.937 1.301
H -0.857 -1.800 -0.237
H -0.240 0.255 -1.473
H 0.944 2.116 0.190
H 3.496 -1.306 -0.213

***

13
Properties=species:S:1:pos:R:3 method="wB97M-V/def2-TZVPD" lumo_energy_ev=0.94 gap_ev=10.519 relative_energy_kcal_mol=66.65 homo_ev=-9.6
O -2.014 0.256 -0.947
C -0.987 -0.077 -0.065
C 0.236 -0.730 -0.764
O 0.663 0.604 -1.162
C 0.150 0.956 0.148
C 1.069 0.167 1.079
C 1.136 -1.003 0.438
H -2.170 1.205 -0.927
H -1.349 -0.567 0.835
H 0.097 -1.437 -1.581
H -0.049 2.017 0.306
H 1.541 0.524 1.985
H 1.675 -1.917 0.656

***

13
Properties=species:S:1:pos:R:3 method="wB97M-V/def2-TZVPD" lumo_energy_ev=0.07 gap_ev=9.451 relative_energy_kcal_mol=122.24 homo_ev=-9.4
C -1.830 0.632 -0.115
C -0.388 0.426 0.276
O -0.133 -0.929 0.759
C 0.619 0.239 -0.870
O 0.871 0.860 -1.861
C 1.184 -0.975 -0.205
C 2.110 -1.395 0.616
H -2.476 0.648 0.768
H -2.160 -0.173 -0.777
H -1.927 1.585 -0.645
H -0.025 1.162 1.001
H 0.794 -1.186 1.422
H 3.173 -1.450 0.404

***

13
Properties=species:S:1:pos:R:3 method="wB97M-V/def2-TZVPD" lumo_energy_ev="0.92 / -2.32" gap_ev="6.025 / 7.835" multiplicity=3 relative_energy_kcal_mol=79.66 homo_ev="-5.1 / -10.2"
C -0.482 1.218 -0.216
C -2.339 -0.297 0.126
C 1.973 0.173 -0.314
C 1.094 -0.889 0.350
C 0.578 0.460 -0.156
O -1.790 0.910 0.220
O -1.904 -1.300 -0.391
H -0.452 2.212 -0.784
H -3.341 -0.332 0.864
H 2.690 0.647 0.263
H 2.415 0.035 -1.196
H 0.677 -1.816 -0.116
H 0.882 -1.023 1.350

***

14
Properties=species:S:1:pos:R:3 method="wB97M-V/def2-TZVPD" lumo_energy_ev="-0.39 / -0.44" gap_ev="5.109 / 6.188" multiplicity=6 homo_ev="-5.5 / -6.6"
C -1.545 1.110 0.938
C -0.636 0.314 0.496
C 0.233 -0.881 0.527
C 1.628 -0.572 0.046
O 2.499 -1.558 -0.040
Pm 3.142 -4.082 -0.128
H -2.252 1.434 1.692
H -0.225 -1.657 -0.116
H 0.240 -1.317 1.547
H 2.014 0.445 0.231
C -1.018 1.514 -0.585
O -1.642 1.143 -1.771
H -0.222 2.254 -0.771
H -2.220 1.853 -2.067

***

14
Properties=species:S:1:pos:R:3 method="wB97M-V/def2-TZVPD" lumo_energy_ev=0.42 gap_ev=10.070 relative_energy_kcal_mol=62.21 homo_ev=-9.7
C 0.426 0.222 0.289
C -0.017 -1.310 0.459
C -0.934 0.735 -0.220
C 1.478 0.334 -0.575
C 2.499 -0.597 -0.767
H 1.716 0.500 1.775
H -0.010 -1.381 1.655
H 0.447 -2.149 -0.079
H 1.795 1.210 -0.970
H 2.602 -1.612 -0.216
H 3.344 -0.329 -1.390
O 0.737 0.909 1.443
O -1.176 1.827 -0.596
S -1.693 -0.903 -0.167

***

14
Properties=species:S:1:pos:R:3 method="wB97M-V/def2-TZVPD" lumo_energy_ev="-0.22 / -0.47" smiles="O=CC1=C(O)CCS1" gap_ev="7.213 / 6.896" relative_energy_kcal_mol=57.96 homo_ev="-7.4 / -7.4"
C -0.719 -0.006 0.879
C 0.793 0.271 0.106
C -0.963 0.506 2.165
C 0.808 -0.304 -1.255
C -0.617 -0.664 -1.670
O -1.951 0.350 2.856
O 1.829 0.846 0.680
S -1.691 -0.948 -0.196
H -0.127 1.160 2.521
H 1.242 0.404 -1.961
H 1.453 -1.192 -1.250
H -1.090 0.136 -2.243
H -0.648 -1.580 -2.256
H 1.680 1.020 1.623

***

14
Properties=species:S:1:pos:R:3 method="wB97M-V/def2-TZVPD" lumo_energy_ev=0.23 smiles="O=C1CC(=O)[C@H](S)C1" gap_ev=9.746 relative_energy_kcal_mol=9.20 homo_ev=-9.5
C 0.599 -0.278 0.453
C -0.582 -1.235 -0.006
C -1.769 -0.365 0.000
C -1.325 1.112 -0.056
C 0.163 1.090 0.094
H 2.788 0.445 0.032
H 0.684 -0.313 1.508
H -0.343 -1.635 -0.969
H -0.888 -2.096 0.549
H -1.857 1.600 0.739
H -1.655 1.620 -1.021
O -2.941 -0.663 -0.095
O 0.899 2.028 -0.084
S 2.194 -0.780 -0.145